1.
ORCA calculation (wB97M-V/def2-TZVPD) on C2H5NO2 in the gas phase in a non-equilibrium geometry.

```
10
Properties=species:S:1:pos:R:3
O 1.6755 0.4135 -0.3797
C 0.4680 0.0708 0.2507
C -0.6463 -0.8647 -0.1189
O -1.4265 0.3121 -0.4420
N -0.4486 1.2356 0.0126
H 1.7857 0.2368 -1.3212
H 0.7029 -0.0260 1.2812
H -0.4810 -1.5828 -0.9719
H -0.9164 -1.4001 0.7432
H -0.7132 1.6048 0.9461
```

Output
2S+1: 1
E_tot in hartree: -284.31588
Gap between HOMO and LUMO in eV: 10.00
Lowest unoccupied orbital energy in Eh: 0.030
Net charge: 0
ΔE to the lowest compared entry with this formula, charge and spin in kcal per mole: 95.1
SMILES: O[C@@H]1CON1


2.
ORCA calculation (wB97M-V/def2-TZVPD) on 2 unconnected molecules or ions with the total composition C5H8N2.

```
15
Properties=species:S:1:pos:R:3
C 1.5180 -0.6920 -1.0225
C 0.1784 -0.3011 -1.3110
C -0.6421 -1.3067 -0.7030
N -1.1126 -0.7846 0.3974
C -0.4989 0.5113 0.5706
N -0.9560 1.2238 1.7147
C -0.1943 0.9493 -0.7448
H 1.8768 -1.6944 -1.2646
H 2.2928 0.0723 -1.0096
H 0.9128 -0.1870 0.6977
H -0.7001 -2.3667 -0.9268
H -1.5993 -1.2464 1.1535
H -0.1688 1.5144 2.2826
H -1.4706 2.0519 1.4331
H 0.4770 1.7952 -0.8683
```

Output
2S+1: 1
E_tot in hartree: -304.63323
Gap between HOMO and LUMO in eV: 7.90
Lowest unoccupied orbital energy in Eh: 0.029
Net charge: 0
ΔE to the lowest compared entry with this formula, charge and spin in kcal per mole: 126.9


3.
ORCA calculation (wB97M-V/def2-TZVPD) on a molecular structure, C45H53F4N7RbS2Si2.

```
114
Properties=species:S:1:pos:R:3
Rb 0.6510 -0.5823 -0.0920
C -2.0143 -2.0322 2.4649
C -2.1036 -2.3317 0.9850
C -1.4680 -3.4789 0.4912
C -0.7109 -4.3674 1.4522
C -1.5365 -3.7895 -0.8692
C -0.8742 -5.0534 -1.3708
C -2.1938 -2.9206 -1.7528
C -2.2995 -3.2850 -3.2194
C -2.7685 -1.7393 -1.2687
C -3.3697 -0.7210 -2.2191
C -2.7851 -1.4793 0.1105
C -3.5569 -0.2895 0.6443
H -2.6338 -2.7224 3.0451
H -2.3315 -1.0203 2.6996
H -0.9905 -2.1408 2.8274
H 0.2489 -3.9185 1.7272
H -0.5054 -5.3480 1.0333
H -1.2706 -4.5127 2.3768
H -1.3709 -5.9420 -0.9717
H 0.1706 -5.0969 -1.0578
H -0.8897 -5.1245 -2.4547
H -1.3369 -3.1945 -3.7321
H -3.0155 -2.6587 -3.7437
H -2.6369 -4.3160 -3.3331
H -4.4358 -0.8983 -2.3941
H -2.8693 -0.7303 -3.1851
H -3.2665 0.2889 -1.8208
H -4.3795 -0.0234 -0.0169
H -2.9240 0.5956 0.7687
H -3.9920 -0.5120 1.6169
C 1.6190 -3.1568 -2.3882
C 2.6400 -3.5213 -1.3413
C 3.3771 -4.7214 -1.4709
C 4.3088 -5.0236 -0.5269
C 4.5511 -4.1320 0.5416
C 5.5091 -4.4166 1.5386
C 5.7115 -3.5064 2.5382
C 5.0032 -2.2935 2.5665
C 4.0514 -1.9495 1.6142
S 3.2610 -0.4039 1.6847
C 3.7966 -2.9272 0.5777
N 2.8345 -2.6741 -0.3595
H 1.3502 -4.0241 -2.9918
H 2.0356 -2.3908 -3.0475
H 0.7142 -2.7574 -1.9305
H 3.1934 -5.3786 -2.3129
H 4.8832 -5.9424 -0.5833
H 6.0659 -5.3458 1.4939
H 6.4330 -3.7157 3.3207
H 5.1902 -1.5807 3.3595
C 5.7350 0.4101 -0.7029
N 4.8071 1.4722 -1.0222
C 4.7046 2.6440 -0.1656
C 3.4734 3.3840 -0.7177
N 3.1215 2.5740 -1.8820
C 3.8336 1.4127 -1.9349
S 3.5435 0.1455 -2.9911
H 5.5263 0.0313 0.2970
H 6.7605 0.7864 -0.7599
H 5.6008 -0.3942 -1.4206
H 5.6110 3.2496 -0.2407
H 4.5800 2.3312 0.8723
H 3.7117 4.4050 -1.0140
H 2.6607 3.4149 0.0104
H 2.2045 2.6041 -2.2954
C -2.6292 4.2032 -2.4103
Si -0.8901 3.8177 -1.8347
C 0.1922 5.2362 -2.4251
C -0.8430 3.7381 0.0271
C -0.2588 2.2290 -2.5571
Si -0.3991 1.5365 -4.2737
C -2.0812 1.8903 -5.0241
C 0.9133 2.3117 -5.3608
C -0.1369 -0.3149 -4.2111
H -2.9903 5.1004 -1.9005
H -3.3267 3.3891 -2.1945
H -2.6556 4.3917 -3.4864
H -0.2216 6.1851 -2.0727
H 0.2307 5.2685 -3.5179
H 1.2183 5.1563 -2.0550
H -1.0532 4.7191 0.4626
H 0.1315 3.4059 0.3955
H -1.5864 3.0381 0.4191
H 0.3284 1.6126 -1.8841
H -2.1717 2.9388 -5.3222
H -2.8911 1.6741 -4.3216
H -2.2279 1.2737 -5.9143
H 0.9352 3.3989 -5.2392
H 0.7210 2.0933 -6.4154
H 1.9007 1.9176 -5.1020
H -0.7167 -0.7764 -3.4050
H 0.9208 -0.5287 -4.0357
H -0.4347 -0.7888 -5.1511
F -1.2371 0.8922 7.2933
C -2.0624 1.4913 6.4296
C -3.1619 2.1100 6.9376
F -3.3435 2.0626 8.2615
C -4.1149 2.7978 6.1394
C -3.8160 2.7560 4.7522
C -2.7149 2.1411 4.2457
F -2.5590 2.1666 2.9113
C -1.7533 1.4638 5.0426
C -0.6169 0.8190 4.5088
C -0.3080 0.8682 3.1235
N -0.0389 0.9016 2.0019
C 0.2816 0.0267 5.2886
N 1.0134 -0.6432 5.8746
F -4.6527 3.3394 3.8860
C -5.2394 3.4556 6.6701
C -5.5348 3.5160 8.0667
N -5.8410 3.6097 9.1743
C -6.2024 4.1397 5.8653
N -7.0195 4.7051 5.2804
```

Output
2S+1: 1
E_tot in hartree: -3928.89064
Gap between HOMO and LUMO (spin up / spin down) in eV: 4.35 / 4.78
Lowest unoccupied orbital energy (spin up / spin down) in Eh: 0.000 / 0.016
Net charge: -1
ΔE to the lowest compared entry with this formula, charge and spin in kcal per mole: 51.0


4.
ORCA calculation (wB97M-V/def2-TZVPD) on CHClF2 in the gas phase in a non-equilibrium geometry.

```
5
Properties=species:S:1:pos:R:3
F -1.1530 0.4024 0.9832
C -0.3723 -0.2828 0.1663
F -0.9563 -0.3146 -1.1284
Cl 1.2716 0.1374 -0.0130
H -0.3993 -1.4298 0.5300
```

Output
2S+1: 1
E_tot in hartree: -698.61065
Gap between HOMO and LUMO in eV: 12.82
Lowest unoccupied orbital energy in Eh: 0.033
Net charge: 0
ΔE to the lowest compared entry with this formula, charge and spin in kcal per mole: 6.2
SMILES: FC(F)Cl


5.
ORCA calculation (wB97M-V/def2-TZVPD) on 16 unconnected molecules or ions with the total composition C30H75F2N19O30S6 in a non-equilibrium geometry.

```
162
Properties=species:S:1:pos:R:3
C 0.8618 -2.7922 1.6107
C 1.3005 -1.3873 1.3499
N 0.4759 -0.6414 0.3901
C -0.6878 -1.0737 -0.2082
C -1.1791 -0.1108 -1.0404
N -0.3429 0.9362 -1.0063
C 0.7088 0.6143 -0.1350
C -0.2997 2.1515 -1.7303
H 0.9301 -3.5306 0.8119
H -0.2042 -2.8136 1.8372
H 1.2634 -3.1675 2.5520
H 2.3169 -1.3136 0.9630
H 1.2070 -0.7664 2.2409
H -1.0051 -2.1038 -0.1409
H -2.0787 -0.1516 -1.6366
H 1.5220 1.2928 0.0764
H -0.8978 2.0835 -2.6391
H 0.7050 2.4277 -2.0502
H -0.6439 2.9985 -1.1368
N 1.7215 -3.9682 -4.2642
S 2.0307 -2.4975 -3.9146
O 3.1215 -2.1874 -3.0244
O 0.8998 -1.5138 -4.0465
F 2.7827 -2.1698 -5.3117
S 1.0953 -4.3283 -2.7571
O -0.0121 -3.5375 -2.2423
O 2.1138 -4.6434 -1.7431
F 0.3863 -5.6626 -3.1072
C 0.5878 -6.3951 3.7559
O 0.5665 -5.2663 4.1960
N 1.4442 -7.3569 3.9915
N -0.2351 -6.8996 2.9335
H 2.0948 -7.4439 4.7591
H 1.2143 -8.2578 3.5971
H -0.8659 -6.2817 2.4433
H -0.0569 -7.8770 2.7518
C 1.7011 5.8915 -1.1147
O 1.8035 4.7990 -0.6301
N 2.2346 6.3774 -2.1860
N 1.0050 6.8188 -0.4586
H 1.9192 7.2013 -2.6776
H 3.0362 5.8601 -2.5177
H 0.6006 6.5766 0.4346
H 0.7843 7.7462 -0.7921
C -5.4989 -0.8757 -0.8404
O -4.5941 -1.1326 -1.5798
N -6.7236 -0.5376 -1.2223
N -5.5105 -1.1978 0.4090
H -7.4273 -0.3938 -0.5122
H -6.6923 -0.2156 -2.1791
H -4.7853 -1.8137 0.7479
H -6.2490 -0.9596 1.0555
C 5.0606 -1.8700 2.1810
O 5.1341 -3.0304 1.8902
N 5.2981 -1.3873 3.3294
N 4.7574 -0.9119 1.3591
H 5.5154 -0.4191 3.5175
H 5.3358 -2.0083 4.1250
H 4.6048 0.0415 1.6556
H 4.5726 -1.1938 0.4070
C 4.2124 -6.2683 1.1335
O 4.0649 -7.3579 0.6214
N 3.6130 -5.1895 0.7360
N 5.1383 -5.9229 1.9403
H 3.8560 -4.3745 1.2808
H 2.9582 -5.2074 -0.0328
H 5.7509 -6.6805 2.2066
H 5.1817 -4.9834 2.3087
C 4.1099 2.7380 1.3205
O 4.8569 1.9266 1.7543
N 4.3807 3.4974 0.3286
N 3.0392 3.0112 1.9031
H 3.7011 4.2233 0.1518
H 5.1096 3.2384 -0.3208
H 2.5423 3.8261 1.5729
H 2.8983 2.5724 2.8018
C -1.9411 -3.1358 4.9566
O -2.8424 -2.4177 5.4000
N -0.7235 -3.0275 5.2528
N -2.1731 -4.2206 4.2107
H -0.0419 -3.6511 4.8446
H -0.5441 -2.1294 5.6788
H -1.5141 -4.9470 3.9695
H -3.1319 -4.4152 3.9599
C -2.6165 -1.1390 -4.4426
O -2.2617 -1.2933 -5.6131
N -2.2746 -1.9024 -3.4470
N -3.5926 -0.3950 -4.0842
H -1.4399 -2.4395 -3.6339
H -2.9127 -1.9540 -2.6658
H -4.0269 0.1624 -4.8058
H -4.1420 -0.5790 -3.2570
C 2.9893 1.8195 -4.6877
C 4.1925 0.8005 -4.9251
O 4.4882 0.2038 -3.7141
S 4.0167 1.1829 -2.4292
O 4.8780 2.3532 -2.2154
O 3.6611 0.3014 -1.2174
O 2.6415 1.6161 -3.2852
H 2.2546 1.6094 -5.4649
H 3.3510 2.8410 -4.8059
H 5.0076 1.4743 -5.1894
H 4.0151 0.1053 -5.7457
C -2.0563 0.4825 3.1753
C -2.6323 1.5603 4.0282
O -2.2173 2.7454 3.3906
S -1.2984 2.5512 2.0525
O -0.2133 3.5057 2.1556
O -2.2203 2.6469 0.9272
O -0.9294 0.9732 2.4661
H -2.8395 0.0848 2.5299
H -1.7905 -0.3002 3.8857
H -2.0927 1.6029 4.9743
H -3.7220 1.5761 4.0506
C 1.8455 -1.4461 6.7765
C 3.1931 -0.8717 6.4685
O 2.9913 0.5090 6.4425
S 1.5224 0.8040 5.7174
O 1.5880 0.8088 4.2086
O 0.7757 1.8527 6.3801
O 0.8767 -0.6705 6.1774
H 1.6127 -1.7703 7.7908
H 1.8053 -2.3903 6.2333
H 3.4836 -1.2226 5.4782
H 3.9956 -1.1728 7.1418
C -4.7385 -4.5774 -0.7242
C -3.5682 -4.2936 -1.7063
O -2.8796 -3.3407 -0.9487
S -2.6661 -3.8703 0.6650
O -2.6607 -2.7096 1.5606
O -1.5901 -4.8436 0.6467
O -4.1038 -4.8080 0.5915
H -5.4346 -5.3843 -0.9531
H -5.3391 -3.6694 -0.6705
H -3.9484 -3.8320 -2.6177
H -3.0037 -5.2014 -1.9193
C -1.0864 3.4730 -6.1734
C -0.7842 4.9072 -5.8905
C -1.2323 5.0182 -4.4254
O -2.5833 4.3772 -4.5756
C -2.3681 3.2398 -5.4695
H -0.2863 2.8118 -5.8407
H -1.1523 3.3247 -7.2513
H -1.5068 5.5839 -6.3465
H 0.2453 5.2178 -6.0687
H -1.4607 6.0059 -4.0250
H -0.5325 4.5703 -3.7200
H -3.0784 3.1763 -6.2938
H -2.2924 2.3284 -4.8765
C -3.4000 6.7980 -1.7952
C -2.6329 5.6755 -1.1095
C -2.6608 6.1992 0.3769
O -4.0022 6.8141 0.4559
C -4.4352 7.3360 -0.7411
H -3.9622 6.6306 -2.7139
H -2.7548 7.6641 -1.9425
H -1.6459 5.5310 -1.5489
H -3.2583 4.7846 -1.1654
H -1.8480 6.9026 0.5576
H -2.5286 5.3461 1.0423
H -4.5339 8.4215 -0.7283
H -5.4177 6.9304 -0.9827
```

Output
2S+1: 2
E_tot in hartree: -7074.40542
Gap between HOMO and LUMO (spin up / spin down) in eV: 2.10 / 7.09
Lowest unoccupied orbital energy (spin up / spin down) in Eh: 0.060 / 0.059
Net charge: -1


6.
ORCA calculation (wB97M-V/def2-TZVPD) on 2 unconnected molecules or ions with the total composition H2N2O3 in a non-equilibrium geometry.

```
7
Properties=species:S:1:pos:R:3
N 1.5821 0.4569 0.7144
N -0.1421 -0.6543 -0.9187
O -0.0621 -0.3443 -2.0709
O 0.7284 0.9525 1.4289
O -1.1176 0.0012 -0.2413
H -0.2875 0.6271 1.0209
H -1.5378 0.8144 -0.5925
```

Output
2S+1: 1
E_tot in hartree: -336.16569
Gap between HOMO and LUMO (spin up / spin down) in eV: 8.00 / 7.97
Lowest unoccupied orbital energy (spin up / spin down) in Eh: -0.012 / -0.012
Net charge: 0
ΔE to the lowest compared entry with this formula, charge and spin in kcal per mole: 62.4